(1)
C21H32IrNO2S2 | the ωB97M-V functional and the def2-TZVPD basis

```
59
Properties=species:S:1:pos:R:3:mulliken_spin:R:1
Ir -0.4468 0.5301 0.6040 2.24
C -0.9664 3.5239 2.2113 0.00
C -1.0899 2.8709 0.8601 0.03
C -0.0597 3.0209 -0.0977 0.14
C 1.1311 3.8874 0.2266 -0.02
C -0.1805 2.4146 -1.3667 0.08
C 0.9537 2.5193 -2.3558 -0.01
C -1.3432 1.6956 -1.6879 0.15
C -1.5584 1.1257 -3.0611 -0.01
C -2.3299 1.4506 -0.6983 -0.01
C -3.4982 0.5568 -1.0205 -0.03
C -2.2494 2.1134 0.5493 -0.01
C -3.4068 2.0712 1.5138 0.02
H -1.3459 4.5486 2.1791 0.00
H 0.0697 3.5586 2.5378 0.00
H -1.5243 2.9760 2.9656 0.00
H 1.9046 3.3261 0.7556 0.00
H 0.8401 4.7235 0.8579 0.00
H 1.5756 4.3023 -0.6735 0.00
H 0.8618 3.4103 -2.9818 0.00
H 0.9850 1.6545 -3.0140 0.00
H 1.9128 2.5694 -1.8462 0.00
H -1.3823 0.0474 -3.0651 0.01
H -0.9125 1.5858 -3.8022 0.00
H -2.5887 1.2858 -3.3776 0.01
H -4.2875 1.1088 -1.5373 0.00
H -3.9227 0.1229 -0.1194 0.00
H -3.1875 -0.2633 -1.6642 0.00
H -3.2939 1.2832 2.2618 -0.01
H -4.3428 1.9030 0.9886 0.00
H -3.4948 3.0174 2.0429 0.00
O 1.7336 -0.3116 1.2467 0.57
N 1.7757 -0.7121 2.4773 0.51
C 3.0119 -1.3546 2.8418 0.26
C 2.9861 -2.4832 3.5691 -0.08
C 1.7592 -3.0197 4.0482 0.49
C 0.5516 -2.3209 3.7907 -0.08
C 0.5320 -1.1846 3.0555 0.28
S -0.9007 -0.2365 2.7299 0.34
H 3.8918 -0.8545 2.4707 0.01
H 3.9237 -2.9653 3.8106 0.00
H 1.7453 -3.9251 4.6341 0.03
H -0.3807 -2.6755 4.2082 0.00
C 2.1410 -2.9647 -3.5814 0.00
C 0.9014 -2.3433 -2.9552 0.01
S 1.2362 -1.5986 -1.3536 0.02
O -0.1263 -0.9800 -0.9968 0.06
C 1.3651 -3.0706 -0.3115 -0.01
C 0.0350 -3.7609 -0.0670 0.00
H 1.8896 -3.3461 -4.5697 0.00
H 2.5246 -3.8012 -2.9991 0.00
H 2.9374 -2.2302 -3.6981 0.00
H 0.0804 -3.0489 -2.8308 0.00
H 0.5419 -1.5025 -3.5507 0.00
H 1.8070 -2.7102 0.6175 0.00
H 2.1030 -3.7119 -0.7965 0.00
H -0.7001 -3.0580 0.3216 0.00
H 0.1786 -4.5484 0.6721 0.00
H -0.3664 -4.2213 -0.9688 0.00
```

Summary:
- LUMO level (spin up / spin down): -1.8 / -4.8 eV
- Frontier orbital gap (spin up / spin down): 0.26115 / 0.23952 Ha
- Total charge: +1
- 2S+1: 6

---

(2)
C19H45AsN6O2PdS2Si3 | the ωB97M-V functional and the def2-TZVPD basis

```
79
Properties=species:S:1:pos:R:3:mulliken_spin:R:1
Pd -0.4260 0.1202 -0.5170 0.73
C -0.3310 4.6851 0.2841 -0.01
C -0.5026 3.3555 -0.4058 0.14
S 0.8196 2.3081 -0.4800 0.44
C -1.7258 3.0367 -1.0112 0.19
C -2.8431 4.0483 -1.0039 -0.03
S -1.9830 1.5736 -1.8223 0.47
H 0.6674 4.7650 0.7044 0.00
H -1.0584 4.7901 1.0937 0.01
H -0.4894 5.5153 -0.4097 0.00
H -2.5582 4.9460 -1.5600 0.01
H -3.0715 4.3573 0.0201 0.01
H -3.7430 3.6342 -1.4507 0.00
N 4.0322 -3.9516 0.2466 0.00
N 2.7759 -3.5114 -0.1301 0.00
N 2.4818 -3.2139 -1.3657 0.00
C 1.2400 -2.7546 -1.2270 -0.01
N 0.8285 -2.8051 0.0475 0.00
N 1.8314 -3.2945 0.7407 0.00
H 4.4369 -4.4537 -0.5322 0.00
H 3.9278 -4.5346 1.0667 0.00
H 0.6443 -2.3829 -2.0419 0.00
O 1.5478 -0.1714 1.1920 -0.01
C 2.5821 -0.0628 0.5841 -0.01
O 2.6528 -0.1531 -0.7332 -0.01
C 3.9158 0.2099 1.2752 -0.01
N 5.0141 0.1360 0.2903 0.00
C 5.5313 1.5078 0.1084 0.00
C 5.2962 2.2035 1.4424 0.00
C 3.9311 1.6495 1.8568 0.00
H 4.0236 -0.5383 2.0590 0.00
H 3.6144 -0.1349 -0.9459 0.00
H 5.7447 -0.4817 0.6132 0.00
H 4.9464 2.0029 -0.6718 0.00
H 6.5725 1.4798 -0.2083 0.00
H 5.2934 3.2900 1.3580 0.00
H 6.0702 1.9136 2.1574 0.00
H 3.1306 2.2368 1.4005 0.01
H 3.7788 1.6463 2.9334 0.00
C -3.7487 -4.3676 1.4508 0.01
Si -2.0803 -3.6311 0.9865 0.02
C -1.2269 -4.9894 -0.0132 0.00
C -1.1800 -3.2159 2.5802 0.00
As -2.1631 -1.5908 -0.2158 0.06
Si -3.6254 -0.2244 1.1100 0.00
C -2.5219 1.0345 1.9714 0.00
C -4.5391 -1.1321 2.4845 0.00
C -4.9722 0.5938 0.0989 0.00
Si -3.3289 -2.1837 -2.1860 -0.01
C -4.4046 -0.8754 -2.9808 0.00
C -1.9529 -2.5893 -3.4021 0.00
C -4.3802 -3.7263 -1.9780 0.00
H -3.5993 -5.1353 2.2159 0.00
H -4.2350 -4.8378 0.5951 0.00
H -4.4300 -3.6207 1.8563 0.00
H -1.9056 -5.8285 -0.1828 0.00
H -0.3516 -5.3646 0.5216 0.00
H -0.8917 -4.6289 -0.9863 0.00
H -0.7127 -4.0947 3.0314 0.00
H -1.8775 -2.7957 3.3088 0.00
H -0.3999 -2.4769 2.3889 0.00
H -2.2242 0.6634 2.9558 0.00
H -3.0216 1.9982 2.1046 0.00
H -1.6076 1.2097 1.4036 -0.01
H -3.8877 -1.7795 3.0724 0.00
H -5.3576 -1.7356 2.0854 0.00
H -4.9730 -0.3885 3.1596 0.00
H -4.5697 1.0971 -0.7805 0.00
H -5.5041 1.3290 0.7093 0.00
H -5.6961 -0.1543 -0.2350 0.00
H -3.8941 0.0866 -3.0314 0.00
H -5.3428 -0.7324 -2.4425 0.00
H -4.6423 -1.1899 -4.0009 0.00
H -1.2900 -1.7255 -3.5106 0.00
H -2.3477 -2.8381 -4.3902 0.00
H -1.3568 -3.4381 -3.0548 0.00
H -5.1171 -3.6067 -1.1800 0.00
H -3.7685 -4.6023 -1.7473 0.00
H -4.9211 -3.9269 -2.9070 0.00
```

Summary:
- LUMO level (spin up / spin down): 0.6 / -0.6 eV
- Frontier orbital gap (spin up / spin down): 0.24794 / 0.25284 Ha
- Total charge: 0
- 2S+1: 3

---

(3)
C10H13N2S | the ωB97M-V functional and the def2-TZVPD basis

```
26
Properties=species:S:1:pos:R:3:nbo_charge:R:1
C 3.0617 0.6277 -0.5091 -0.14
C 2.7272 -0.6804 -0.7661 -0.21
C 2.0210 1.5466 -0.0372 -0.19
C 1.3933 -1.0889 -0.6283 -0.19
C 0.7099 1.0895 0.0687 0.10
C 0.3396 -0.2602 -0.2096 0.01
C -1.4025 2.1659 0.2619 0.13
C -1.6997 1.6722 -1.1002 -0.60
C -1.3058 -0.5658 2.0133 -0.22
C -0.9698 -2.3086 -0.1505 -0.45
N -0.2351 1.9051 0.6455 -0.40
N -0.9141 -0.8363 -0.0493 -0.40
S -2.3740 -0.0267 -0.8856 0.45
H 3.9972 1.0583 -0.5882 0.23
H 3.3661 -1.5774 -0.9079 0.25
H 2.2835 2.5526 0.1985 0.25
H 1.1628 -2.1326 -0.9452 0.22
H -2.1121 2.7718 0.8301 0.22
H -2.4819 2.1742 -1.6174 0.27
H -0.7234 1.4777 -1.7195 0.27
H -0.3456 -0.2178 2.4237 0.23
H -2.1479 0.2153 2.1316 0.24
H -1.5782 -1.6170 2.0310 0.21
H -2.0420 -2.6590 0.0355 0.25
H -0.5696 -2.7241 -1.0936 0.24
H -0.1606 -2.5621 0.5681 0.24
```

Summary:
- LUMO level (spin up / spin down): -4.7 / -4.7 eV
- Frontier orbital gap (spin up / spin down): 0.27160 / 0.27163 Ha
- Total charge: +1
- 2S+1: 1

---

(4)
C13H13N3O6 | the ωB97M-V functional and the def2-TZVPD basis

```
35
Properties=species:S:1:pos:R:3:nbo_charge:R:1
C 4.6989 0.0082 -0.6803 -0.25
O 3.5210 0.5479 -0.1331 -0.51
C 2.4485 -0.2798 0.0727 0.21
C 2.4559 -1.6306 -0.2545 -0.26
C 1.3412 -2.4319 -0.0835 -0.24
C 0.1805 -1.8862 0.4392 0.14
N -0.9765 -2.6718 0.5878 -0.59
C -2.2276 -2.3155 0.2370 0.66
O -3.2072 -2.9981 0.4261 -0.56
C -2.3455 -1.0149 -0.5019 0.08
N -1.9644 -0.8810 -1.7385 -0.09
O -2.3643 0.3470 -2.1665 -0.25
C -3.0193 0.9816 -1.2020 0.41
C -3.5624 2.3318 -1.4360 -0.67
C -3.0464 0.1587 -0.0899 -0.11
N -3.5468 0.4496 1.2008 0.54
O -4.3096 1.3885 1.3040 -0.38
O -3.1471 -0.2377 2.1152 -0.37
C 0.1765 -0.5550 0.8283 -0.29
C 1.2822 0.2674 0.6450 0.34
O 1.0831 1.5536 1.0406 -0.51
C 2.1670 2.4383 1.2312 -0.24
H 5.1243 -0.7691 -0.0377 0.18
H 4.5296 -0.3962 -1.6830 0.18
H 5.3959 0.8428 -0.7428 0.20
H 3.3439 -2.0747 -0.6730 0.22
H 1.3761 -3.4712 -0.3690 0.22
H -0.8710 -3.6124 0.9459 0.42
H -4.5908 2.2542 -1.7897 0.25
H -2.9723 2.8455 -2.1900 0.24
H -3.5782 2.8913 -0.5035 0.26
H -0.6817 -0.1298 1.3220 0.24
H 2.6314 2.7206 0.2847 0.19
H 2.9231 2.0095 1.8919 0.18
H 1.7322 3.3196 1.7024 0.19
```

Summary:
- LUMO level: -0.3 eV
- Frontier orbital gap: 0.29466 Ha
- Total charge: 0
- 2S+1: 1

---

(5)
C6H7CsLiO5 | the ωB97M-V functional and the def2-TZVPD basis

```
20
Properties=species:S:1:pos:R:3:mulliken_spin:R:1
O -0.2560 -1.2403 4.2240 0.00
C -0.4643 -0.4312 3.3057 0.00
O -1.0359 -0.7409 2.2216 0.00
O -0.0221 0.8312 3.4780 0.00
C -0.4661 1.8094 2.6090 0.05
C 0.3548 2.8257 2.2481 -0.03
H -1.4880 1.6858 2.2462 0.00
H 1.0953 3.1665 2.9756 0.00
H -0.0380 3.5833 1.5676 -0.01
Li -1.1216 -2.5674 3.0326 0.00
C 3.0429 2.4226 0.9231 0.88
C 3.0152 2.4424 -0.5645 -0.07
O 2.0468 1.5234 -1.0281 0.01
C 1.9373 1.2570 -2.4202 0.00
O 0.8822 0.6226 -2.5833 0.00
H 2.9564 1.4407 1.3968 0.03
H 3.5814 3.2275 1.4272 0.02
H 3.9893 2.1424 -0.9969 0.08
H 2.7925 3.4581 -0.9348 0.03
Cs -1.0825 -0.2646 -0.9967 0.00
```

Summary:
- LUMO level (spin up / spin down): -1.3 / -1.3 eV
- Frontier orbital gap (spin up / spin down): 0.16784 / 0.16804 Ha
- Total charge: 0
- 2S+1: 2

---

(6)
C4H10N4O | the ωB97M-V functional and the def2-TZVPD basis

```
19
Properties=species:S:1:pos:R:3:nbo_charge:R:1
C -2.7672 -2.0289 -0.5806 -0.45
N -1.6593 -1.1231 -0.8401 -0.24
N -0.8988 -1.0859 0.1376 0.03
N 0.1572 -0.2539 -0.0204 -0.32
C 0.3934 0.3499 -1.3241 -0.44
C 1.1390 -0.3465 0.9944 0.79
O 1.2753 -1.3310 1.6894 -0.59
N 1.9382 0.7765 1.1165 -0.64
C 1.4866 2.1475 0.9280 -0.42
H -2.7558 -2.7947 -1.3610 0.21
H -3.7012 -1.4758 -0.6585 0.20
H -2.6829 -2.5091 0.4038 0.20
H 1.3901 0.7914 -1.3259 0.22
H 0.3191 -0.4082 -2.1020 0.22
H -0.3502 1.1200 -1.5389 0.21
H 2.6469 0.6346 1.8106 0.40
H 1.9816 2.6462 0.0849 0.19
H 1.6798 2.7410 1.8380 0.21
H 0.4080 2.1501 0.7483 0.21
```

Summary:
- LUMO level: 0.9 eV
- Frontier orbital gap: 0.37734 Ha
- Total charge: 0
- 2S+1: 1

---

Number 1: DFT total energy -52380.06340 eV. Number 2: DFT total energy -143092.52501 eV. Number 3: DFT total energy -24385.35490 eV. Number 4: DFT total energy -30442.30787 eV. Number 5: DFT total energy -17323.23171 eV. Number 6: DFT total energy -12316.76044 eV.